Computed, not measured: a 2-piece molecular cluster, C5H14N2O overall, with wB97M-V/def2-TZVPD.

Summary:
- highest occupied orbital energy (spin up / spin down) (eV) = 1.3 / -4.7
- lowest unoccupied orbital energy (spin up / spin down) (eV) = 3.9 / 3.8
- charge = -1
- frontier orbital gap (spin up / spin down) (eV) = 2.58 / 8.50
- electronic energy (hartree) = -383.5681
- ΔE to the lowest compared entry with this formula, charge and spin (kJ/mol) = 98.7
- spin multiplicity = 2

Last columns: bonded neighbours and bond lengths (Å).
Geometry (Å):
1 C -0.93007 -1.44377 -0.68235  C2 1.527, N7 1.471, H8 1.087, H9 1.115
2 C -0.74089 -1.20147 0.81316  C1 1.527, C3 1.488, H10 1.091, H11 1.099
3 C -0.16266 0.13840 1.10264  C2 1.488, C4 1.345, N6 1.387
4 C -0.93214 1.17315 1.48426  C3 1.345, H12 1.078, H13 1.088
5 C 1.99814 -0.52634 0.07578  N6 1.433, H14 1.097, H15 1.100, H16 1.095
6 N 1.21474 0.25534 0.98539  C3 1.387, C5 1.433, H17 1.001
7 N -1.42731 -0.27487 -1.42388  C1 1.471, H18 1.019, H19 1.005
8 H -0.10305 -1.85636 -1.25429  C1 1.087
9 H -1.71671 -2.23317 -0.71608  C1 1.115
10 H -1.66339 -1.35831 1.37475  C2 1.091
11 H -0.02422 -1.95959 1.15944  C2 1.099
12 H -2.00618 1.15934 1.57907  C4 1.078
13 H -0.48789 2.13758 1.71948  C4 1.088
14 H 1.78326 -0.40542 -0.99304  C5 1.097
15 H 2.13388 -1.57889 0.36613  C5 1.100
16 H 3.06448 -0.31113 0.20048  C5 1.095
17 H 1.52270 1.20812 1.00308  N6 1.001
18 H -2.07820 -0.56124 -2.15366  N7 1.019
19 H -1.77669 0.44618 -0.81768  N7 1.005
20 H 0.77096 1.66342 -1.36349  O22 0.972
21 H 0.35446 2.99743 -1.13621  O22 0.989
22 O 1.20677 2.53159 -1.32296  H20 0.972, H21 0.989